# 1
C21H53F3N4O8S | ωB97M-V/def2-TZVPD

```
90
Properties=species:S:1:pos:R:3:forces:R:3:lowdin_charge:R:1
C 3.813929 -2.044877 0.526746 -0.040 0.044 0.053 -0.088
O 3.938589 -1.016988 -0.435162 0.080 -0.193 -0.156 -0.215
C 2.701326 -0.547894 -0.924811 -0.080 0.063 0.007 -0.178
C 2.182911 0.596109 -0.056325 0.099 0.195 0.124 -0.140
O 0.751907 0.609167 -0.040803 -0.167 -0.172 -0.174 -0.152
C 0.177803 0.770869 1.205649 0.043 0.028 0.109 -0.240
S -1.486610 0.034862 1.297785 0.172 -0.056 -0.307 0.788
O -1.561515 -0.705664 2.520293 -0.085 0.034 0.200 -0.282
O -2.435876 1.047088 0.946112 -0.131 -0.080 0.063 -0.274
C -1.631783 -1.267537 -0.065283 0.059 0.126 0.051 -0.666
F -0.484335 -1.879487 -0.339078 0.095 -0.026 0.162 0.143
F -2.101375 -0.710803 -1.169494 0.015 0.043 -0.069 0.153
F -2.497194 -2.173398 0.374231 -0.080 0.042 -0.024 0.151
H 4.815594 -2.408684 0.745836 -0.012 0.034 0.009 0.092
H 3.208369 -2.870844 0.138563 0.019 0.012 0.012 0.093
H 3.360910 -1.682491 1.457800 -0.005 -0.018 -0.028 0.088
H 1.951118 -1.345650 -0.937944 0.040 0.000 -0.031 0.115
H 2.874750 -0.215819 -1.949082 -0.057 -0.017 0.018 0.132
H 2.577371 0.469803 0.957227 -0.068 -0.043 -0.030 0.123
H 2.526335 1.566089 -0.423008 0.050 -0.047 0.032 0.134
H -0.026087 1.822291 1.443892 0.011 -0.031 0.089 0.126
H 0.736841 0.296356 2.017676 0.040 -0.023 -0.082 0.118
C -2.048702 -3.624123 -3.193043 0.036 -0.019 0.034 -0.110
O -1.551056 -4.272278 -4.345369 0.014 0.041 0.019 -0.184
C -2.420301 -4.282194 -5.461346 -0.012 -0.021 -0.006 -0.210
C -2.344793 -3.030182 -6.341139 0.019 0.032 -0.046 -0.439
C -2.987129 -1.793212 -5.723066 -0.003 0.010 0.009 -0.068
N -0.978842 -2.704446 -6.752932 0.008 -0.067 0.030 0.037
H -3.123235 -3.798142 -3.072853 -0.005 0.004 0.008 0.094
H -1.868088 -2.546495 -3.213691 -0.037 -0.005 -0.008 0.065
H -1.527564 -4.045686 -2.333562 0.000 -0.002 -0.003 0.086
H -2.111578 -5.141967 -6.061185 0.010 -0.002 0.012 0.121
H -3.452955 -4.457250 -5.129625 -0.002 0.018 -0.023 0.119
H -2.903049 -3.275361 -7.251241 -0.025 -0.014 0.015 0.134
H -2.342534 -1.351628 -4.961903 0.002 -0.021 0.010 0.065
H -3.146744 -1.035468 -6.489034 0.024 0.003 0.001 0.076
H -3.948545 -2.028747 -5.263053 0.000 -0.001 -0.003 0.079
H -0.587872 -3.467868 -7.294961 -0.012 0.022 -0.023 0.070
H -0.399511 -2.636466 -5.921086 -0.009 0.027 -0.010 0.070
C -2.973364 -0.185851 6.243537 -0.009 0.015 -0.055 -0.105
O -1.623847 -0.040083 6.635234 0.013 0.047 0.001 -0.190
C -1.127109 -1.028166 7.513814 0.015 0.003 0.011 -0.212
C -0.702158 -2.336002 6.834565 -0.006 -0.057 -0.042 -0.437
C -1.862306 -3.238200 6.426237 -0.014 -0.008 0.009 -0.068
N 0.153071 -2.113597 5.668562 0.023 0.085 0.012 0.041
H -3.588728 -0.563152 7.067122 0.002 -0.006 0.007 0.090
H -3.078574 -0.852294 5.384254 -0.035 -0.012 0.016 0.072
H -3.335155 0.800655 5.956696 0.001 0.004 0.009 0.088
H -0.244281 -0.577821 7.974549 -0.004 -0.001 0.001 0.121
H -1.855599 -1.229787 8.311518 -0.011 -0.010 -0.015 0.119
H -0.108678 -2.877431 7.579229 0.001 0.011 0.014 0.133
H -2.344805 -2.874470 5.518739 -0.005 0.014 0.011 0.065
H -1.494485 -4.241877 6.216058 0.009 0.009 -0.017 0.075
H -2.615023 -3.303477 7.214093 0.004 0.000 0.001 0.078
H 0.995551 -1.620663 5.946983 -0.003 -0.020 0.012 0.069
H -0.337737 -1.483192 5.038975 0.026 -0.052 -0.059 0.056
C -5.154296 2.521091 1.408949 -0.044 0.002 0.035 -0.117
O -6.204300 3.469287 1.471793 0.010 -0.034 -0.036 -0.186
C -5.835828 4.799495 1.172469 0.002 0.021 0.021 -0.214
C -5.806774 5.139148 -0.322159 -0.019 0.010 -0.048 -0.439
C -4.619407 4.547542 -1.074194 0.009 -0.003 -0.002 -0.069
N -7.043102 4.770835 -1.013835 -0.012 -0.009 0.068 0.036
H -4.210546 2.949382 1.757774 0.011 -0.003 -0.002 0.079
H -5.005939 2.133110 0.399591 0.036 0.008 0.004 0.070
H -5.424510 1.691770 2.061494 -0.001 0.001 -0.003 0.089
H -6.593953 5.425631 1.650284 -0.006 -0.014 0.003 0.120
H -4.866815 5.034052 1.635254 0.000 0.009 -0.022 0.119
H -5.723156 6.230278 -0.375585 0.019 0.004 0.025 0.133
H -4.764810 3.485025 -1.270951 -0.004 -0.003 0.021 0.066
H -4.505651 5.043575 -2.037484 -0.020 -0.013 -0.006 0.075
H -3.691724 4.664293 -0.510895 -0.001 0.002 -0.001 0.078
H -7.827625 5.272063 -0.610221 0.008 0.016 -0.024 0.069
H -7.228410 3.787995 -0.834388 0.010 0.005 -0.028 0.070
C 8.575051 1.970314 -3.850260 0.003 -0.026 -0.030 -0.110
O 7.708809 0.916101 -3.484773 -0.018 0.060 0.011 -0.187
C 8.087419 0.184154 -2.334779 0.013 -0.030 -0.008 -0.209
C 7.624013 0.792386 -1.006918 -0.026 -0.014 0.075 -0.436
C 8.397791 2.037701 -0.588249 -0.007 0.016 0.000 -0.070
N 6.189828 1.081311 -0.985206 0.061 0.017 -0.185 0.049
H 9.621227 1.703062 -3.666839 0.007 0.005 -0.008 0.089
H 8.352488 2.896592 -3.314575 0.018 -0.008 0.011 0.074
H 8.439886 2.145661 -4.916797 -0.004 0.003 0.004 0.087
H 7.612639 -0.793817 -2.445811 -0.005 0.006 -0.013 0.122
H 9.175736 0.032129 -2.330796 -0.007 0.004 0.029 0.119
H 7.805574 0.019556 -0.251285 0.032 -0.012 -0.015 0.135
H 8.072757 2.912021 -1.153799 0.005 -0.012 -0.018 0.065
H 8.218208 2.250023 0.465128 -0.023 0.008 -0.008 0.074
H 9.471863 1.912740 -0.737682 0.000 -0.005 0.001 0.078
H 5.662877 0.223893 -1.125820 -0.043 0.023 0.151 0.047
H 5.983430 1.666016 -1.791331 -0.016 0.022 0.037 0.072
```
Positions in Å, forces in eV/Å.

Properties
**LUMO**: 0.46 eV
**Highest occupied orbital energy**: -8.988 eV
**Frontier orbital gap**: 9.44 eV
**Energy**: -2350.4938 hartree
**ΔE to the lowest compared entry with this formula, charge and spin**: 0.00 kcal/mol
**SMILES**: COCCOCS(=O)(=O)C(F)(F)F.COC[C@@H](C)N.COC[C@@H](C)N.COC[C@@H](C)N.COC[C@@H](C)N

---

# 2
C21H54BN2NbO6P2 | ωB97M-V/def2-TZVPD

```
87
Properties=species:S:1:pos:R:3:forces:R:3:lowdin_charge:R:1
C 4.287998 1.997710 -0.703020 -0.016 0.154 0.069 -0.179
C 3.575097 2.966369 -1.651478 0.330 0.054 0.317 -0.506
P 1.850423 3.500283 -1.232900 -0.596 -0.433 0.503 0.808
C 1.858209 3.328402 0.613511 0.331 0.493 0.064 -0.382
Nb 0.098464 2.064707 -2.540904 -0.380 0.361 -0.080 1.309
C -1.551081 0.730594 -3.292265 -0.450 -0.123 0.845 -0.334
C -2.628093 0.146728 -2.370383 -0.351 -0.113 -0.534 -0.389
N -2.214459 -1.028349 -1.604442 -0.217 -0.032 0.356 -0.006
C 1.796356 0.568503 -2.618774 0.331 0.498 -0.565 -0.378
C 1.394399 -0.829256 -3.097484 0.220 -0.125 0.049 -0.292
C 2.424386 -1.909194 -2.682721 -0.622 0.160 0.068 -0.191
C 2.301957 -2.252546 -1.188550 0.086 0.014 -0.025 -0.167
C 1.089775 -3.132499 -0.939488 -0.053 0.065 -0.049 -0.134
O 1.073425 -3.677469 0.426105 0.221 0.461 0.204 -0.014
C 0.466312 -2.885232 1.323938 0.813 0.600 0.433 -0.516
C -1.029386 -2.830919 1.270164 0.008 0.190 -0.081 0.029
O 1.131170 -2.288687 2.176656 -0.828 -1.028 -0.222 0.046
C -0.943990 4.034983 -2.717061 0.535 0.047 -0.448 -0.369
C -2.431814 3.962102 -3.078498 -0.009 0.200 0.064 -0.266
C -3.266880 5.045078 -2.402341 -0.044 -0.001 0.259 -0.237
O -3.709964 4.655700 -1.104041 0.143 0.104 0.076 -0.202
C -4.879008 3.873557 -1.090585 0.079 -0.211 -0.033 -0.125
P 0.876306 2.497318 -5.050181 -0.288 -0.101 -0.168 0.466
O 1.380207 3.920952 -5.152600 0.083 0.033 0.169 -0.622
B -0.532679 1.434778 -0.366738 0.020 -0.432 -0.357 -0.601
C -1.521384 2.232581 0.575370 0.377 0.260 0.299 -0.071
O 0.046327 0.288077 0.239586 0.570 0.093 -0.168 -0.038
H 5.128562 1.508481 -1.196761 0.003 -0.067 -0.020 0.066
H 3.620945 1.233199 -0.307643 0.026 -0.128 -0.073 0.039
H 4.691671 2.543506 0.153209 -0.028 -0.057 0.024 0.061
H 3.594493 2.606712 -2.678166 -0.132 0.027 -0.025 0.039
H 4.147733 3.899957 -1.660974 -0.005 0.002 -0.116 0.057
H 0.919933 3.721215 1.006067 -0.041 -0.162 0.009 0.014
H 2.022326 2.303575 0.950537 -0.124 -0.069 0.015 0.009
H 2.660205 3.937251 1.042356 -0.022 0.015 0.013 0.025
H -1.151316 -0.102375 -3.884856 0.216 0.097 -0.038 0.039
H -2.064742 1.368183 -4.026739 0.214 0.206 -0.031 0.031
H -3.012571 0.897230 -1.673943 0.124 0.021 0.022 0.070
H -3.503215 -0.159386 -2.959769 -0.015 -0.074 0.045 0.097
H -1.994011 -1.781497 -2.242853 0.130 -0.017 -0.105 0.057
H -1.373789 -0.798027 -1.087328 0.163 -0.039 -0.030 0.003
H 2.128246 0.521097 -1.580097 -0.118 0.011 0.099 0.004
H 2.666838 0.867715 -3.208277 0.069 -0.052 0.053 0.024
H 1.292956 -0.830205 -4.186314 -0.006 0.011 -0.014 0.098
H 0.422722 -1.137965 -2.708205 -0.105 0.098 0.025 0.058
H 3.426484 -1.550246 -2.914225 0.079 -0.069 0.026 0.110
H 2.228176 -2.810312 -3.273902 0.220 -0.080 -0.022 0.104
H 2.194769 -1.321504 -0.627776 -0.001 -0.043 0.116 0.098
H 3.190556 -2.763134 -0.810141 -0.004 -0.063 -0.092 0.119
H 0.173026 -2.561223 -1.068118 -0.115 -0.010 -0.185 0.096
H 1.076388 -3.993091 -1.606256 0.002 -0.064 0.114 0.133
H -1.344612 -1.803204 1.425448 -0.115 0.072 0.051 0.091
H -1.425770 -3.182769 0.322508 0.018 -0.015 -0.016 0.087
H -1.430993 -3.465067 2.064919 0.034 0.040 0.004 0.080
H -0.431672 4.701906 -3.416301 0.067 0.034 0.080 0.032
H -0.825997 4.513950 -1.734968 0.047 -0.243 0.134 0.024
H -2.891902 3.010963 -2.797920 -0.051 -0.086 -0.144 0.070
H -2.538111 4.096907 -4.157072 -0.015 -0.275 -0.087 0.109
H -4.139438 5.303082 -3.012384 -0.026 0.085 -0.037 0.113
H -2.664099 5.940454 -2.238860 -0.066 0.035 -0.140 0.121
H -5.153432 3.527101 -2.091820 -0.042 0.059 0.008 0.087
H -5.707555 4.443776 -0.662985 -0.081 0.031 -0.061 0.081
H -4.723319 2.983180 -0.475419 0.033 0.025 0.047 0.072
H -0.121119 2.233170 -6.041944 0.118 -0.165 -0.185 -0.088
H 1.892816 1.600564 -5.507385 -0.182 -0.177 -0.155 -0.081
H -1.454459 3.317121 0.481292 -0.140 0.036 -0.118 0.044
H -1.348218 1.975559 1.631287 -0.082 -0.002 0.039 0.052
H -2.550216 1.952764 0.332307 -0.029 -0.016 -0.048 0.045
H 0.420775 0.524233 1.098017 -0.387 -0.188 0.273 0.071
C 0.138032 -4.829154 4.284421 -0.014 0.087 -0.064 -0.019
C 1.108675 -4.129712 5.219958 -0.075 -0.036 -0.040 -0.293
C 0.874468 -4.388671 6.707072 0.099 0.049 0.076 -0.186
O -0.265996 -3.702404 7.167615 -0.106 -0.009 -0.042 -0.190
C -1.495222 -4.431839 7.186773 0.016 0.025 0.050 -0.063
N 0.971060 -2.640662 5.051886 0.010 0.213 -0.110 0.225
H -0.859414 -4.390410 4.335671 -0.022 -0.038 0.071 0.082
H 0.481205 -4.763516 3.253712 0.021 -0.010 0.003 0.079
H 0.063781 -5.882097 4.548807 0.006 -0.016 0.021 0.101
H 2.132135 -4.384945 4.948166 0.038 0.001 0.050 0.161
H 1.721822 -4.000167 7.279091 -0.012 -0.012 0.009 0.136
H 0.810401 -5.461521 6.897702 -0.011 -0.039 -0.049 0.134
H -1.310126 -5.500107 7.307258 -0.002 -0.018 0.007 0.096
H -2.075255 -4.264582 6.277726 0.028 -0.032 -0.026 0.083
H -2.068495 -4.072313 8.037276 0.001 0.011 0.010 0.096
H 0.916274 -2.357208 4.056022 0.064 -0.034 -0.416 0.119
H 1.744706 -2.137272 5.485066 0.066 -0.017 -0.050 0.177
H 0.120811 -2.350540 5.546354 -0.032 -0.055 0.000 0.162
```
Positions in Å, forces in eV/Å.

Properties
**LUMO**: -1.09 eV
**Highest occupied orbital energy**: -5.837 eV
**Frontier orbital gap**: 4.75 eV
**Energy**: -2157.7609 hartree